Entry 1:
A single C5H8O4 molecule. Source: the OMol25 dataset; level of theory: the ωB97M-V functional and the def2-TZVPD basis.

ORCA input file:
```
! wB97M-V def2-TZVPD RIJCOSX def2/J DEFGRID3
* xyz 0 1
C 0.569 1.191 1.352
C 0.185 -0.110 0.364
C 0.799 -1.252 1.202
C -1.229 -0.308 0.318
O -1.810 -1.260 0.667
O -1.876 0.720 -0.255
C 0.989 0.102 -0.990
O 2.115 -0.225 -1.040
O 0.407 0.878 -1.964
H 0.145 1.025 2.371
H 1.633 1.198 1.512
H 0.089 2.163 1.002
H 0.432 -1.256 2.279
H 1.938 -0.974 1.255
H 0.533 -2.156 0.884
H -2.810 0.364 -0.213
H -0.517 0.984 -1.825
*
```

Calculated values
Relative energy (zero: lowest compared OMol25 entry of this formula, charge and spin): 65.08 kJ/mol
SMILES: CC(C)(C(=O)O)C(=O)O
Kohn-Sham gap: 11.094 eV
Lowest unoccupied orbital energy: 0.42 eV
DFT total energy: -496.2779 Ha
HOMO level: -10.7 eV

Charge distribution, natural (NBO) scheme, values in e: atom 1 (C): -0.576, atom 2 (C): -0.284, atom 3 (C): -0.579, atom 4 (C): 0.771, atom 5 (O): -0.563, atom 6 (O): -0.703, atom 7 (C): 0.817, atom 8 (O): -0.538, atom 9 (O): -0.679, atom 10 (H): 0.217, atom 11 (H): 0.228, atom 12 (H): 0.226, atom 13 (H): 0.214, atom 14 (H): 0.231, atom 15 (H): 0.216, atom 16 (H): 0.504, atom 17 (H): 0.497

=====

Entry 2:
A single C5H8O4 molecule. Source: the OMol25 dataset; level of theory: the ωB97M-V functional and the def2-TZVPD basis.

ORCA input file:
```
! wB97M-V def2-TZVPD RIJCOSX def2/J DEFGRID3
* xyz 0 1
C -1.729 -0.559 -0.305
C -0.952 0.643 0.110
O -1.444 1.699 0.469
C 0.615 0.713 -0.499
O 0.912 2.009 -0.873
O 0.891 -0.213 -1.501
C 1.031 0.318 0.862
C 0.926 -0.936 1.361
O 0.969 -2.078 0.636
H -1.215 -1.230 -0.989
H -1.928 -1.149 0.597
H -2.682 -0.241 -0.738
H 0.190 2.574 -0.535
H 1.216 0.286 -2.262
H 1.145 1.137 1.555
H 1.086 -1.113 2.415
H 0.969 -1.861 -0.306
*
```

Calculated values
Relative energy (zero: lowest compared OMol25 entry of this formula, charge and spin): 208.07 kJ/mol
SMILES: CC(=O)C(O)(O)/C=C\O
Kohn-Sham gap: 8.966 eV
Lowest unoccupied orbital energy: 0.56 eV
DFT total energy: -496.2234 Ha
HOMO level: -8.4 eV

Charge distribution, natural (NBO) scheme, values in e: atom 1 (C): -0.742, atom 2 (C): 0.576, atom 3 (O): -0.591, atom 4 (C): 0.411, atom 5 (O): -0.715, atom 6 (O): -0.741, atom 7 (C): -0.376, atom 8 (C): 0.163, atom 9 (O): -0.676, atom 10 (H): 0.241, atom 11 (H): 0.246, atom 12 (H): 0.253, atom 13 (H): 0.505, atom 14 (H): 0.510, atom 15 (H): 0.245, atom 16 (H): 0.191, atom 17 (H): 0.499

=====

Entry 3:
A single C5H8OS molecule. Source: the OMol25 dataset; level of theory: the ωB97M-V functional and the def2-TZVPD basis.

ORCA input file:
```
! wB97M-V def2-TZVPD RIJCOSX def2/J DEFGRID3
* xyz 0 1
C 0.917 1.605 -0.800
C 0.476 0.269 -0.309
S 1.207 -1.048 -1.624
C -0.988 -0.044 -0.310
C -1.317 -0.677 0.766
C -0.141 -0.908 1.633
O 0.894 -0.070 0.992
H 1.960 1.578 -0.503
H 0.457 2.532 -0.334
H 0.467 1.760 -1.811
H -0.046 -1.519 -1.863
H -1.594 0.335 -1.110
H -2.089 -1.308 0.911
H -0.320 -0.550 2.638
H 0.117 -1.955 1.722
*
```

Calculated values
Relative energy (zero: lowest compared OMol25 entry of this formula, charge and spin): 178.53 kJ/mol
SMILES: C[C@]1(S)C=CCO1
Kohn-Sham gap: 9.810 eV
Lowest unoccupied orbital energy: 0.84 eV
DFT total energy: -668.6705 Ha
HOMO level: -9.0 eV

Charge distribution, natural (NBO) scheme, values in e: atom 1 (C): -0.673, atom 2 (C): 0.246, atom 3 (S): -0.161, atom 4 (C): -0.235, atom 5 (C): -0.208, atom 6 (C): -0.095, atom 7 (O): -0.526, atom 8 (H): 0.241, atom 9 (H): 0.221, atom 10 (H): 0.241, atom 11 (H): 0.129, atom 12 (H): 0.224, atom 13 (H): 0.210, atom 14 (H): 0.195, atom 15 (H): 0.192

=====

Entry 4:
A single C5H8OS molecule. Source: the OMol25 dataset; level of theory: the ωB97M-V functional and the def2-TZVPD basis.

ORCA input file:
```
! wB97M-V def2-TZVPD RIJCOSX def2/J DEFGRID3
* xyz 0 1
C 0.451 -1.252 1.904
C 1.037 -0.568 0.735
S 1.893 -1.518 -0.307
C 0.614 0.863 0.511
C -0.051 1.293 -0.585
C -0.666 0.574 -1.734
O -1.963 0.647 -1.477
H 1.029 -1.321 2.754
H 0.357 -2.334 1.707
H -0.506 -0.732 2.246
H 1.160 1.542 1.177
H -0.224 2.351 -0.699
H -0.315 1.065 -2.666
H -0.382 -0.473 -1.718
H -2.434 -0.136 -1.847
*
```

Calculated values
Relative energy (zero: lowest compared OMol25 entry of this formula, charge and spin): 219.18 kJ/mol
SMILES: CC(=S)/C=C\CO
Kohn-Sham gap: 8.260 eV
Lowest unoccupied orbital energy: -0.26 eV
DFT total energy: -668.6551 Ha
HOMO level: -8.5 eV

Charge distribution, natural (NBO) scheme, values in e: atom 1 (C): -0.704, atom 2 (C): -0.053, atom 3 (S): 0.008, atom 4 (C): -0.290, atom 5 (C): -0.116, atom 6 (C): -0.098, atom 7 (O): -0.706, atom 8 (H): 0.245, atom 9 (H): 0.250, atom 10 (H): 0.224, atom 11 (H): 0.230, atom 12 (H): 0.201, atom 13 (H): 0.161, atom 14 (H): 0.170, atom 15 (H): 0.478

=====

Entry 5:
2 unconnected molecules or ions with the total composition C5H8OS. Source: the OMol25 dataset; level of theory: the ωB97M-V functional and the def2-TZVPD basis.

ORCA input file:
```
! wB97M-V def2-TZVPD RIJCOSX def2/J DEFGRID3
* xyz 0 3
C -3.105 0.343 0.671
C 0.043 -0.274 -1.449
C 0.725 -0.097 -0.307
C 0.427 -1.047 0.856
C 1.779 0.972 -0.114
O -2.865 1.319 1.256
S -3.342 -0.854 -0.191
H 0.076 0.430 -2.383
H -0.825 -0.803 -1.448
H -0.659 -1.019 1.064
H 0.993 -0.738 1.742
H 0.560 -2.119 0.779
H 1.419 1.985 0.090
H 2.222 1.194 -1.091
H 2.551 0.707 0.526
*
```

Calculated values
Relative energy (zero: lowest compared OMol25 entry of this formula, charge and spin): 97.63 kJ/mol
⟨S²⟩: 2.006
Kohn-Sham gap (alpha / beta): 5.780 / 9.125 eV
Lowest unoccupied orbital energy (alpha / beta): 0.63 / -1.72 eV
DFT total energy: -668.5575 Ha
HOMO level (alpha / beta): -5.2 / -10.8 eV

Charge distribution, natural (NBO) scheme, values in e: atom 1 (C): 0.385, atom 2 (C): -0.299, atom 3 (C): 0.021, atom 4 (C): -0.663, atom 5 (C): -0.658, atom 6 (O): -0.456, atom 7 (S): 0.072, atom 8 (H): 0.167, atom 9 (H): 0.152, atom 10 (H): 0.205, atom 11 (H): 0.216, atom 12 (H): 0.215, atom 13 (H): 0.215, atom 14 (H): 0.210, atom 15 (H): 0.218

=====

Entry 6:
A single C5H8OS2 molecule. Source: the OMol25 dataset; level of theory: the ωB97M-V functional and the def2-TZVPD basis.

ORCA input file:
```
! wB97M-V def2-TZVPD RIJCOSX def2/J DEFGRID3
* xyz 0 1
C 0.102 0.351 1.590
C 0.078 0.426 0.052
O -1.197 0.716 -0.460
C -2.132 -0.203 -0.608
S -1.909 -1.715 -0.069
C 1.099 1.048 -0.808
C 0.845 -0.424 -0.875
S 2.027 -1.588 -0.215
H -0.226 1.311 1.955
H 1.077 0.132 1.949
H -0.691 -0.388 1.885
H -3.057 0.142 -1.206
H 0.756 1.622 -1.667
H 1.941 1.647 -0.225
H 0.234 -0.775 -1.711
H 1.053 -2.302 0.413
*
```

Calculated values
Relative energy (zero: lowest compared OMol25 entry of this formula, charge and spin): 192.79 kJ/mol
SMILES: C[C@@]1(OC=S)C[C@H]1S
Kohn-Sham gap: 9.298 eV
Lowest unoccupied orbital energy: 0.29 eV
DFT total energy: -1066.8579 Ha
HOMO level: -9.0 eV

Charge distribution, natural (NBO) scheme, values in e: atom 1 (C): -0.637, atom 2 (C): 0.233, atom 3 (O): -0.480, atom 4 (C): 0.053, atom 5 (S): -0.106, atom 6 (C): -0.431, atom 7 (C): -0.386, atom 8 (S): -0.006, atom 9 (H): 0.218, atom 10 (H): 0.236, atom 11 (H): 0.237, atom 12 (H): 0.214, atom 13 (H): 0.237, atom 14 (H): 0.236, atom 15 (H): 0.244, atom 16 (H): 0.139

=====

Entry 7:
A single C5H8S molecule. Source: the OMol25 dataset; level of theory: the ωB97M-V functional and the def2-TZVPD basis.

ORCA input file:
```
! wB97M-V def2-TZVPD RIJCOSX def2/J DEFGRID3
* xyz 0 1
C -1.622 -0.943 -0.075
C -0.497 -0.094 0.390
C -0.154 1.213 -0.243
C 0.766 0.099 -0.422
C 2.036 0.195 0.337
S 3.485 -0.367 -0.118
H -1.674 -1.029 -1.152
H -2.602 -0.584 0.211
H -1.514 -1.994 0.270
H -0.331 -0.307 1.447
H -0.857 1.584 -1.024
H 0.128 2.057 0.384
H 0.918 -0.502 -1.352
H 1.917 0.674 1.347
*
```

Calculated values
Relative energy (zero: lowest compared OMol25 entry of this formula, charge and spin): 124.42 kJ/mol
SMILES: C[C@@H]1C[C@H]1C=S
Kohn-Sham gap: 8.641 eV
Lowest unoccupied orbital energy: 0.02 eV
DFT total energy: -593.4408 Ha
HOMO level: -8.6 eV

Charge distribution, natural (NBO) scheme, values in e: atom 1 (C): -0.606, atom 2 (C): -0.206, atom 3 (C): -0.403, atom 4 (C): -0.331, atom 5 (C): -0.227, atom 6 (S): 0.036, atom 7 (H): 0.208, atom 8 (H): 0.216, atom 9 (H): 0.216, atom 10 (H): 0.214, atom 11 (H): 0.232, atom 12 (H): 0.224, atom 13 (H): 0.240, atom 14 (H): 0.187

=====

Entry 8:
A molecular structure, C5H8S. Source: the OMol25 dataset; level of theory: the ωB97M-V functional and the def2-TZVPD basis.

ORCA input file:
```
! wB97M-V def2-TZVPD RIJCOSX def2/J DEFGRID3
* xyz 0 1
C 0.359 -1.072 0.837
C -0.655 -1.916 0.474
C 0.027 0.031 -0.120
C 1.205 0.496 -0.985
C -0.843 1.179 0.381
S -1.275 -1.148 -0.904
H 1.024 -0.961 1.576
H -0.883 -2.922 0.750
H 0.686 0.837 -1.828
H 1.863 -0.234 -1.316
H 1.763 1.317 -0.583
H -1.045 1.990 -0.408
H -0.350 1.670 1.311
H -1.877 0.734 0.816
*
```

Calculated values
Relative energy (zero: lowest compared OMol25 entry of this formula, charge and spin): 188.71 kJ/mol
Kohn-Sham gap: 8.923 eV
Lowest unoccupied orbital energy: 0.92 eV
DFT total energy: -593.4164 Ha
HOMO level: -8.0 eV

Charge distribution, natural (NBO) scheme, values in e: atom 1 (C): -0.271, atom 2 (C): -0.339, atom 3 (C): -0.068, atom 4 (C): -0.625, atom 5 (C): -0.635, atom 6 (S): 0.200, atom 7 (H): 0.205, atom 8 (H): 0.217, atom 9 (H): 0.214, atom 10 (H): 0.220, atom 11 (H): 0.216, atom 12 (H): 0.223, atom 13 (H): 0.209, atom 14 (H): 0.234

=====

Entry 9:
A single C5H8S molecule. Source: the OMol25 dataset; level of theory: the ωB97M-V functional and the def2-TZVPD basis.

ORCA input file:
```
! wB97M-V def2-TZVPD RIJCOSX def2/J DEFGRID3
* xyz 0 1
C -3.154 -0.442 0.209
C -2.075 0.180 -0.334
C -0.735 -0.335 -0.118
C 0.441 0.095 -0.610
S 1.807 -0.915 -0.403
C 3.002 0.341 0.394
H -2.904 -1.266 0.850
H -4.144 -0.182 0.068
H -2.056 1.043 -0.988
H -0.584 -1.252 0.524
H 0.554 1.014 -1.193
H 3.917 -0.228 0.665
H 3.257 1.100 -0.370
H 2.674 0.848 1.307
*
```

Calculated values
Relative energy (zero: lowest compared OMol25 entry of this formula, charge and spin): 132.41 kJ/mol
SMILES: C=C/C=C/SC
Kohn-Sham gap: 8.805 eV
Lowest unoccupied orbital energy: 0.61 eV
DFT total energy: -593.4378 Ha
HOMO level: -8.2 eV

Charge distribution, natural (NBO) scheme, values in e: atom 1 (C): -0.354, atom 2 (C): -0.218, atom 3 (C): -0.215, atom 4 (C): -0.386, atom 5 (S): 0.229, atom 6 (C): -0.719, atom 7 (H): 0.191, atom 8 (H): 0.200, atom 9 (H): 0.204, atom 10 (H): 0.204, atom 11 (H): 0.208, atom 12 (H): 0.226, atom 13 (H): 0.213, atom 14 (H): 0.218

=====

Entry 10:
A single C5H8S molecule. Source: the OMol25 dataset; level of theory: the ωB97M-V functional and the def2-TZVPD basis.

ORCA input file:
```
! wB97M-V def2-TZVPD RIJCOSX def2/J DEFGRID3
* xyz 0 1
C -0.354 1.935 0.291
C -0.251 0.657 0.188
C 1.019 -0.236 0.267
C 0.941 -1.039 -0.915
S -0.954 -1.650 -0.888
C -1.494 -0.394 0.388
H 0.771 2.207 0.398
H -1.086 2.556 0.065
H 2.061 0.338 0.434
H 0.904 -1.105 1.142
H 1.515 -2.061 -0.816
H 1.238 -0.695 -1.872
H -1.735 -0.431 1.471
H -2.574 -0.082 -0.153
*
```

Calculated values
Relative energy (zero: lowest compared OMol25 entry of this formula, charge and spin): 314.13 kJ/mol
SMILES: C=C1CCSC1
Kohn-Sham gap: 9.312 eV
Lowest unoccupied orbital energy: 0.84 eV
DFT total energy: -593.3686 Ha
HOMO level: -8.5 eV

Charge distribution, natural (NBO) scheme, values in e: atom 1 (C): -0.406, atom 2 (C): 0.041, atom 3 (C): -0.485, atom 4 (C): -0.445, atom 5 (S): 0.114, atom 6 (C): -0.584, atom 7 (H): 0.196, atom 8 (H): 0.211, atom 9 (H): 0.236, atom 10 (H): 0.227, atom 11 (H): 0.217, atom 12 (H): 0.215, atom 13 (H): 0.234, atom 14 (H): 0.230

=====

Entry 11:
A single C5H8S molecule. Source: the OMol25 dataset; level of theory: the ωB97M-V functional and the def2-TZVPD basis.

ORCA input file:
```
! wB97M-V def2-TZVPD RIJCOSX def2/J DEFGRID3
* xyz 0 1
C -0.031 1.890 0.298
C 0.144 0.659 -0.080
C 1.320 -0.259 -0.051
C -1.202 -0.195 -0.710
C -1.863 -1.172 0.206
S -2.732 0.428 -0.046
H 0.787 2.439 0.820
H -0.908 2.555 0.130
H 2.120 0.274 0.456
H 1.215 -1.237 0.374
H 1.751 -0.437 -1.057
H -1.144 -0.380 -1.862
H -2.468 -1.969 -0.279
H -1.309 -1.504 1.184
*
```

Calculated values
Relative energy (zero: lowest compared OMol25 entry of this formula, charge and spin): 185.33 kJ/mol
SMILES: C=C(C)[C@H]1CS1
Kohn-Sham gap: 9.553 eV
Lowest unoccupied orbital energy: 1.00 eV
DFT total energy: -593.4176 Ha
HOMO level: -8.6 eV

Charge distribution, natural (NBO) scheme, values in e: atom 1 (C): -0.407, atom 2 (C): 0.032, atom 3 (C): -0.660, atom 4 (C): -0.368, atom 5 (C): -0.501, atom 6 (S): 0.116, atom 7 (H): 0.198, atom 8 (H): 0.224, atom 9 (H): 0.219, atom 10 (H): 0.222, atom 11 (H): 0.225, atom 12 (H): 0.237, atom 13 (H): 0.230, atom 14 (H): 0.233

=====

Entry 12:
A single C5H8S molecule. Source: the OMol25 dataset; level of theory: the ωB97M-V functional and the def2-TZVPD basis.

ORCA input file:
```
! wB97M-V def2-TZVPD RIJCOSX def2/J DEFGRID3
* xyz 0 1
C 1.060 -0.001 -0.659
C 0.302 -1.194 -0.128
C -0.918 -0.648 0.550
S -2.227 0.018 -0.586
C -0.822 0.633 0.560
C 0.377 1.287 -0.150
H 0.967 -0.297 -1.720
H 2.190 -0.051 -0.345
H 1.031 -2.051 0.454
H -0.046 -1.942 -0.613
H -1.438 -1.005 1.549
H -1.297 1.239 1.404
H -0.007 2.013 -0.979
H 0.827 1.999 0.662
*
```

Calculated values
Relative energy (zero: lowest compared OMol25 entry of this formula, charge and spin): 323.46 kJ/mol
SMILES: C1C[C@@H]2S[C@@H]2C1
Kohn-Sham gap: 9.481 eV
Lowest unoccupied orbital energy: 0.87 eV
DFT total energy: -593.3650 Ha
HOMO level: -8.6 eV

Charge distribution, natural (NBO) scheme, values in e: atom 1 (C): -0.447, atom 2 (C): -0.400, atom 3 (C): -0.310, atom 4 (S): -0.052, atom 5 (C): -0.202, atom 6 (C): -0.438, atom 7 (H): 0.242, atom 8 (H): 0.227, atom 9 (H): 0.198, atom 10 (H): 0.217, atom 11 (H): 0.256, atom 12 (H): 0.237, atom 13 (H): 0.243, atom 14 (H): 0.229